Molecular formula: C37H59HfI2N3O4P2S2Se
Method: DFT, ωB97M-V/def2-TZVPD

Structure (XYZ):
```
111
Properties=species:S:1:pos:R:3
H 2.779 -2.298 -1.880
H -5.918 2.783 -2.318
H -4.016 -3.427 1.009
C 0.987 3.041 3.103
H -3.559 4.096 -0.128
Se -1.008 0.025 -2.437
H -3.552 1.321 4.863
H -3.267 2.419 -4.287
C -5.690 -2.092 1.234
C -2.440 2.336 0.389
C -4.596 2.293 -0.674
C -4.527 -1.973 -1.706
H 0.023 -5.769 -1.535
C 2.317 -1.352 5.173
H -1.626 2.891 0.844
H -4.990 -1.515 -3.759
H -6.285 -2.637 0.501
H 1.392 4.048 3.236
C -4.182 -2.355 1.127
H 1.388 -1.923 5.159
C -0.380 0.273 4.721
O 1.842 -0.458 -1.761
P -3.286 -1.641 -0.363
H 3.085 3.435 0.340
O 0.988 1.795 -0.002
H 2.982 2.281 3.021
H -6.732 2.609 -0.770
H -3.630 -3.907 -2.118
C -0.460 -6.040 -0.603
H 0.684 2.925 2.064
C -2.442 0.953 3.093
H 2.086 -0.136 -5.617
H -2.492 2.266 -2.702
H 0.099 2.940 3.733
H -0.385 3.922 -0.851
H -2.588 -0.005 7.124
Hf 0.611 -0.151 -0.006
P 1.627 0.332 2.834
C 2.977 -2.152 2.938
H 3.093 1.423 5.357
H 3.634 -0.314 3.831
I 3.630 0.685 0.838
H 0.622 4.239 -2.280
C 2.707 -0.887 3.763
O -0.392 -4.976 0.354
H 1.188 1.928 -6.534
C -1.740 0.611 6.817
C -4.180 -1.322 -3.047
C -0.146 -3.716 -0.041
H -4.996 -4.006 -1.002
H -5.321 0.343 -1.093
H 2.212 0.015 -3.844
H -1.505 -6.280 -0.786
N 0.536 0.926 -4.733
H -1.920 1.619 7.199
C 2.307 2.099 5.019
H -2.423 -1.998 2.395
H -5.910 -1.024 1.133
C 1.542 -0.143 -4.676
C -3.532 3.009 -0.142
H 3.634 -2.802 3.523
C -2.394 2.691 -3.696
H -5.286 -3.731 -2.718
H 2.639 3.118 5.240
H 3.108 -2.021 5.518
C -5.818 2.973 -1.245
H 0.431 0.036 5.376
H 2.057 -2.698 2.732
C -0.153 0.260 3.330
C 2.238 -1.580 -1.270
O 2.157 -1.723 -0.016
C -1.246 0.536 2.453
C 0.259 3.458 -1.603
C 0.468 1.884 -5.735
H 2.051 2.288 -1.673
C -2.351 0.952 0.396
C -3.518 -1.920 2.426
H 2.235 -0.554 5.904
N -1.204 0.384 1.060
H -3.257 -1.741 -3.459
H 1.405 1.921 5.604
H -2.309 3.773 -3.630
H -3.879 -2.544 3.249
H -4.040 -0.242 -2.966
S -0.184 -2.619 1.255
C 1.428 2.783 -0.921
C 2.261 3.854 -0.235
S 0.076 -3.303 -1.662
C -3.402 0.200 -0.155
H 1.037 -1.096 -4.535
C 2.052 2.019 3.515
H -1.019 3.488 -6.008
H -0.340 2.751 -2.157
C -4.617 -3.493 -1.885
H 3.464 -1.946 1.989
H -5.772 4.053 -1.100
N -1.180 2.151 -4.319
C -0.478 1.096 -3.859
C -2.597 0.995 4.456
C -0.605 2.648 -5.475
H -5.502 -1.605 -1.395
H 0.040 -6.889 -0.147
C -1.573 0.609 5.317
H 1.631 4.442 0.442
H -6.041 -2.400 2.225
H 2.684 4.527 -0.986
H -0.850 0.221 7.314
C -4.497 0.904 -0.668
I 6.100 1.198 -0.283
H -3.783 -0.888 2.652
H -3.287 1.233 2.484
```

Total energy   -175093.672 eV
Molecular weight   1247.2 g mol⁻¹
Highest occupied orbital energy   -0.2561 hartree